{
  "formula": "C30H39EuF2N2Te",
  "method": "ωB97M-V/def2-TZVPD",
  "lumo_energy_ev": [-2.369, -2.322],
  "e_homo_ev": [-9.623, -10.140],
  "e_above_lowest_kj_mol": 0.00,
  "spin_multiplicity": 8,
  "gap_ev": [7.25, 7.82],
  "charge": 1,
  "species": ["Eu", "C", "C", "C", "C", "C", "C", "C", "C", "C", "C", "C", "C", "H", "H", "H", "H", "H", "H", "H", "H", "H", "H", "H", "H", "H", "H", "H", "H", "H", "H", "F", "C", "C", "C", "C", "C", "F", "C", "C", "C", "C", "C", "C", "N", "H", "H", "H", "H", "H", "H", "C", "C", "C", "C", "C", "N", "H", "H", "H", "H", "H", "H", "H", "H", "H", "C", "Te", "C", "H", "H", "H", "H", "H", "H"],
  "xyz": [[-0.333061, -0.309161, 0.332908], [-1.755303, 2.694964, 2.628980], [-0.874867, 1.482742, 2.786404], [-1.423017, 0.216822, 3.062769], [-2.929736, 0.034297, 3.014611], [-0.607727, -0.908869, 3.281001], [-1.229523, -2.228434, 3.731319], [0.799455, -0.791568, 3.054773], [1.645705, -2.051275, 3.055421], [1.359801, 0.455520, 2.719222], [2.844171, 0.618035, 2.478884], [0.517127, 1.589937, 2.565379], [1.151930, 2.884945, 2.113041], [-1.297092, 3.587972, 3.099194], [-2.732462, 2.532017, 3.104736], [-1.923250, 2.953531, 1.545690], [-3.405554, 0.224904, 4.014068], [-3.168841, -1.007481, 2.759658], [-3.425938, 0.699566, 2.285296], [-1.709141, -2.766458, 2.908268], [-2.005041, -2.105265, 4.516936], [-0.461012, -2.862105, 4.188202], [2.033528, -2.289816, 4.075008], [2.524560, -1.995123, 2.383936], [1.045291, -2.898820, 2.702925], [3.223653, 1.473516, 3.075939], [3.090177, 0.830854, 1.419315], [3.425406, -0.275539, 2.794673], [1.748484, 3.365072, 2.941407], [0.409913, 3.604947, 1.760014], [1.859726, 2.654570, 1.292030], [-4.224822, -4.438176, -0.413666], [-3.902313, -3.178962, -0.759452], [-2.738319, -2.655427, -0.237526], [-2.383622, -1.352331, -0.566889], [-3.085939, -0.537613, -1.415261], [-4.233511, -1.174815, -1.932527], [-5.000598, -0.516792, -2.852147], [-4.665163, -2.455668, -1.642995], [-2.702193, 0.844607, -1.735592], [-3.405875, 1.742900, -2.578287], [-2.948573, 3.064656, -2.713331], [-1.800415, 3.483395, -2.073269], [-1.094602, 2.555272, -1.277814], [-1.586162, 1.307436, -1.065799], [-2.135875, -3.267024, 0.417832], [-5.554734, -2.862572, -2.128068], [-4.320952, 1.426053, -3.068384], [-3.500618, 3.755803, -3.334116], [-1.387887, 4.465890, -2.173118], [-0.186197, 2.821765, -0.747958], [4.143160, 0.271369, -3.082861], [3.284191, 1.539420, -2.854999], [2.364977, 1.773460, -4.085490], [4.103037, 2.812396, -2.484977], [2.390792, 1.242409, -1.673243], [1.695399, 0.773767, -0.863371], [4.673834, 0.348976, -4.028855], [3.494425, -0.626880, -3.103248], [4.878991, 0.204453, -2.246658], [2.999295, 1.992731, -4.965788], [1.720701, 2.661302, -3.910707], [1.718192, 0.888212, -4.278443], [4.852562, 3.016879, -3.262426], [4.627493, 2.630445, -1.523039], [3.437923, 3.690632, -2.326263], [0.021808, -3.977817, -1.860157], [1.519191, -2.555374, -1.267487], [2.653947, -3.991999, -0.074133], [0.383214, -4.466388, -2.759996], [-0.879221, -3.407414, -2.055266], [-0.162044, -4.700433, -1.044801], [1.987597, -4.489071, 0.635815], [3.374565, -3.398416, 0.472705], [3.176947, -4.675325, -0.749937]],
  "forces_ev_per_a": [[0.7, 0.1, 1.0], [-0.3, 0.6, -0.4], [0.8, -0.2, -0.6], [-0.5, -0.1, -0.1], [-0.5, -0.1, 0.8], [0.5, 0.3, -0.1], [0.1, 0.1, 0.5], [-0.5, -0.1, -0.1], [0.5, -0.3, 0.3], [-0.5, 0.1, -0.2], [0.7, -0.1, 0.4], [0.0, -0.3, 0.3], [0.6, 0.1, 0.4], [-0.2, -0.5, -0.2], [0.4, 0.2, -0.2], [0.0, -0.3, 0.9], [0.4, -0.1, -0.8], [0.0, 0.4, 0.0], [0.3, -0.4, 0.3], [0.1, -0.1, 0.0], [0.4, 0.2, -0.6], [-0.2, 0.0, -0.3], [-0.3, 0.1, -0.7], [-0.6, 0.1, 0.4], [0.2, 0.1, 0.2], [-0.2, -0.5, -0.4], [-0.2, -0.1, 0.5], [-0.4, 0.7, -0.2], [-0.6, -0.4, -0.8], [0.2, -0.1, 0.1], [-0.3, 0.3, 0.4], [-0.4, 0.0, -0.3], [0.7, -0.5, 0.4], [-0.6, 0.6, -0.4], [2.0, -0.2, 1.4], [-2.2, -1.2, -0.9], [-0.3, 0.8, -0.8], [-0.1, -0.2, 0.2], [-0.5, 0.1, -0.3], [0.6, 1.7, 0.4], [0.5, 0.1, 0.5], [-0.3, -0.9, 0.0], [1.2, -1.0, 0.8], [-2.2, -0.5, -0.6], [0.0, 0.6, -1.0], [0.1, -0.2, 0.2], [0.3, 0.2, 0.2], [0.4, 0.1, 0.1], [-0.1, 0.0, 0.0], [-0.1, 0.5, -0.2], [0.0, 0.0, 0.0], [0.0, 0.2, 1.0], [-0.6, 0.4, 0.3], [-0.2, 0.3, 0.2], [-0.1, -0.3, 0.4], [-0.7, -1.4, 0.3], [1.3, 1.4, -1.3], [0.0, 0.1, 0.0], [0.5, 0.4, 0.0], [-0.4, -0.3, -0.7], [-0.3, -0.2, 0.4], [0.3, -0.6, -0.2], [0.5, 0.6, 0.0], [-0.3, 0.0, 0.2], [-0.1, 0.1, -0.6], [0.4, -0.6, -0.3], [0.2, -0.1, 0.3], [0.1, -1.1, 0.3], [-0.3, 0.5, -0.4], [-0.1, -0.1, 0.1], [-0.1, 0.0, -0.1], [0.2, 0.4, -0.4], [0.1, 0.0, -0.3], [0.2, 0.0, 0.1], [-0.3, 0.1, 0.2]],
  "lowdin_charge": [1.414, -0.036, -0.227, -0.246, -0.042, -0.221, -0.030, -0.235, -0.052, -0.242, -0.042, -0.234, -0.045, 0.096, 0.080, 0.095, 0.113, 0.070, 0.086, 0.079, 0.103, 0.078, 0.114, 0.062, 0.070, 0.098, 0.067, 0.082, 0.116, 0.065, 0.065, 0.072, -0.284, -0.116, -0.247, -0.189, -0.192, 0.036, 0.066, -0.181, 0.025, -0.044, -0.060, -0.140, -0.045, 0.086, 0.142, 0.109, 0.114, 0.098, 0.082, -0.040, -0.569, -0.038, -0.038, -0.124, 0.071, 0.092, 0.051, 0.103, 0.100, 0.091, 0.100, 0.096, 0.092, 0.096, -0.427, 1.131, -0.410, -0.002, -0.027, 0.024, 0.006, -0.022, 0.009]
}